No. 1
Computed, not measured: a 2-piece molecular cluster, C12H19FNO5 overall, with the ωB97M-V functional and the def2-TZVPD basis.

Structure (XYZ):
```
38
Properties=species:S:1:pos:R:3:nbo_charge:R:1
O 2.528 1.156 0.517 -0.49
C 2.404 0.629 -0.552 0.44
C 2.391 -0.892 -0.684 -0.53
C 1.042 -1.397 -0.214 -0.04
C -0.169 -1.322 -1.136 -0.40
C -1.153 -2.269 -0.420 -0.30
C -2.390 -2.744 -1.178 -0.40
C -3.638 -1.891 -0.931 -0.43
C -4.941 -2.667 -1.162 -0.06
O -5.516 -3.139 0.041 -0.71
C -0.194 -3.324 0.010 0.32
N 0.995 -2.866 0.096 -0.41
H 2.270 1.221 -1.475 0.14
H 3.171 -1.275 -0.023 0.25
H 2.605 -1.187 -1.713 0.24
H 0.791 -0.915 0.739 0.23
H -0.531 -0.321 -1.356 0.26
H 0.099 -1.802 -2.084 0.22
H -1.454 -1.773 0.521 0.26
H -2.155 -2.757 -2.245 0.22
H -2.614 -3.775 -0.891 0.22
H -3.620 -0.998 -1.558 0.22
H -3.633 -1.555 0.110 0.21
H -5.653 -2.069 -1.736 0.18
H -4.741 -3.570 -1.741 0.18
H -5.835 -2.394 0.560 0.47
H -0.416 -4.364 0.223 0.25
H 1.802 -3.430 0.343 0.45
C 2.267 4.376 1.883 -0.13
C 3.088 5.141 0.864 0.45
O 3.397 6.332 1.544 -0.49
C 3.327 6.100 2.890 0.97
O 3.713 6.839 3.724 -0.53
O 2.767 4.883 3.117 -0.49
F 2.374 5.427 -0.255 -0.33
H 1.212 4.642 1.779 0.20
H 2.396 3.300 1.835 0.22
H 4.015 4.651 0.559 0.15
```

Summary:
Electronic energy (eV): -27189.747
HOMO energy (eV): -12.95
Lowest unoccupied orbital energy (hartree): -0.1729
Energy relative to the best compared isomer or geometry (same formula, charge and spin) (kcal/mol): 0.00
Charge: +1

---

No. 2
Computed, not measured: one molecule with the formula C21H28N4O3, with the ωB97M-V functional and the def2-TZVPD basis.

Structure (XYZ):
```
56
Properties=species:S:1:pos:R:3:nbo_charge:R:1
C -2.755 0.809 3.579 -0.61
C -1.322 1.082 4.019 -0.40
H -0.838 0.150 4.310 0.22
H -1.323 1.746 4.886 0.20
C -0.500 1.741 2.911 -0.21
N -0.409 0.869 1.744 -0.44
C 0.479 -0.172 1.867 0.36
N 1.218 -0.181 2.962 -0.46
C 2.131 -1.150 3.150 0.12
C 2.937 -1.155 4.304 -0.20
C 3.900 -2.117 4.449 -0.19
C 4.090 -3.106 3.471 -0.23
C 3.307 -3.140 2.348 -0.18
C 2.310 -2.165 2.177 0.15
N 1.467 -2.219 1.126 -0.39
C 0.571 -1.291 0.966 0.24
C -0.386 -1.554 -0.177 -0.47
C -0.458 -2.977 -0.441 0.30
N -0.551 -4.091 -0.672 -0.29
C 0.123 -0.919 -1.482 0.83
O 1.246 -0.545 -1.660 -0.57
O -0.867 -0.859 -2.369 -0.51
C -0.540 -0.394 -3.689 0.07
C -0.087 -1.559 -4.556 -0.64
H 0.064 -1.201 -5.570 0.23
H 0.845 -1.969 -4.175 0.23
H -0.844 -2.340 -4.555 0.21
C -1.792 0.284 -4.244 -0.07
O -1.439 0.940 -5.435 -0.54
C -2.530 1.569 -6.059 -0.24
H -3.307 0.844 -6.327 0.17
H -2.971 2.336 -5.411 0.17
H -2.141 2.036 -6.961 0.20
H -2.571 -0.470 -4.428 0.17
H -2.181 1.004 -3.506 0.17
H 0.266 0.345 -3.612 0.21
H -1.401 -1.207 0.041 0.28
H 3.427 -3.892 1.585 0.23
H 4.862 -3.848 3.616 0.22
H 4.530 -2.119 5.327 0.21
H 2.787 -0.382 5.042 0.22
C -0.647 1.526 0.474 -0.19
C 0.569 2.315 -0.028 -0.42
C 0.236 3.089 -1.296 -0.60
H -0.074 2.411 -2.088 0.20
H -0.571 3.797 -1.114 0.20
H 1.106 3.641 -1.642 0.22
H 1.385 1.617 -0.228 0.22
H 0.899 3.006 0.751 0.20
H -1.495 2.203 0.612 0.20
H -0.935 0.809 -0.293 0.19
H -0.983 2.670 2.607 0.19
H 0.502 1.966 3.290 0.22
H -3.260 1.736 3.316 0.20
H -2.766 0.153 2.712 0.20
H -3.314 0.329 4.378 0.21
```

Summary:
Electronic energy (eV): -34334.137
HOMO energy (eV): -8.20
Lowest unoccupied orbital energy (hartree): -0.0001
Energy relative to the best compared isomer or geometry (same formula, charge and spin) (kcal/mol): 67.03
SMILES: CCCN(CCC)c1nc2ccccc2nc1[C@H](C#N)C(=O)O[C@@H](C)COC

---

No. 3
Computed, not measured: a 3-piece molecular cluster, C38H55INO7PS2 overall at a distorted geometry, with the ωB97M-V functional and the def2-TZVPD basis.

Structure (XYZ):
```
105
Properties=species:S:1:pos:R:3:lowdin_charge:R:1
C -6.420 1.883 9.074 -0.04
C -6.037 2.288 7.735 -0.15
C -7.162 2.148 6.611 -0.19
C -6.645 2.318 5.113 -0.13
C -6.679 3.751 4.506 -0.03
C -6.220 4.052 3.049 -0.29
P -6.309 5.877 2.523 0.35
S -8.102 6.189 1.766 0.05
C -5.718 2.897 2.090 -0.16
C -5.676 1.490 2.721 -0.32
C -6.112 1.181 4.207 -0.11
C -6.024 -0.302 4.844 -0.19
C -4.506 -0.814 4.920 -0.31
C -4.312 -2.404 4.811 -0.64
I -5.270 -3.346 3.100 0.72
S -5.114 0.049 1.736 0.87
C -4.696 0.757 0.098 -0.39
C -4.180 -0.223 -1.003 -0.04
C -3.827 0.271 -2.421 -0.16
C -3.337 -0.732 -3.598 -0.16
C -2.647 -1.997 -2.875 -0.23
C -1.799 -2.941 -3.880 -0.20
C -0.646 -3.640 -2.958 -0.21
C 0.675 -2.718 -2.843 -0.20
C 1.971 -3.662 -2.985 -0.22
C 3.222 -3.206 -2.093 -0.21
C 4.368 -4.356 -2.281 -0.20
C 5.269 -3.938 -3.554 -0.20
C 6.693 -3.394 -2.961 -0.22
C 6.709 -1.788 -2.858 -0.22
C 7.939 -1.382 -1.871 -0.21
C 8.459 0.124 -2.140 -0.26
C 7.292 1.160 -2.518 -0.14
C -3.953 1.791 -2.713 -0.03
C -4.460 2.745 -1.614 0.02
C -4.857 2.266 -0.163 -0.15
N -5.362 3.317 0.730 -0.16
O -6.565 3.742 0.150 -0.09
H -6.406 2.627 9.953 0.06
H -6.809 0.834 9.313 0.06
H -4.990 2.706 7.583 0.10
H -7.733 1.159 6.758 0.12
H -7.935 2.988 6.796 0.12
H -7.055 4.615 5.164 0.10
H -5.372 6.034 1.445 -0.02
H -6.014 6.758 3.629 -0.02
H -6.729 -0.964 4.238 0.08
H -6.427 -0.323 5.928 0.11
H -4.119 -0.517 5.972 0.12
H -3.796 -0.312 4.180 0.08
H -4.585 -2.971 5.780 0.07
H -3.176 -2.582 4.684 0.04
H -4.103 -1.326 -0.721 0.09
H -4.320 -1.093 -4.091 0.13
H -2.670 -0.220 -4.367 0.11
H -3.405 -2.670 -2.350 0.11
H -1.912 -1.567 -2.098 0.12
H -1.337 -2.282 -4.692 0.10
H -2.423 -3.783 -4.336 0.11
H -0.444 -4.709 -3.301 0.10
H -1.103 -3.686 -1.902 0.11
H 0.658 -1.934 -3.694 0.11
H 0.725 -2.159 -1.845 0.11
H 1.664 -4.728 -2.685 0.10
H 2.277 -3.648 -4.093 0.12
H 3.663 -2.197 -2.440 0.10
H 2.969 -3.065 -0.979 0.11
H 4.974 -4.493 -1.324 0.10
H 3.796 -5.321 -2.554 0.10
H 4.804 -3.067 -4.144 0.10
H 5.416 -4.822 -4.276 0.10
H 6.941 -3.843 -1.937 0.10
H 7.527 -3.748 -3.683 0.11
H 5.762 -1.352 -2.375 0.10
H 6.804 -1.335 -3.902 0.12
H 7.577 -1.467 -0.777 0.12
H 8.778 -2.140 -2.102 0.11
H 9.193 0.106 -3.016 0.10
H 9.047 0.510 -1.231 0.10
H 6.340 0.916 -1.930 0.07
H 7.653 2.242 -2.322 0.07
H 7.063 1.098 -3.649 0.07
H -3.685 2.134 -3.775 0.10
H -4.556 3.860 -1.866 0.11
H -7.194 3.005 0.387 0.13
C 0.294 -2.143 4.286 -0.14
C -0.399 -0.873 3.895 -0.15
O 0.661 -0.064 3.407 0.07
C 1.657 -0.906 3.011 -0.54
O 2.626 -0.564 2.398 0.16
O 1.405 -2.186 3.401 0.06
H -0.340 -3.021 4.157 0.13
H 0.663 -2.119 5.316 0.14
H -1.127 -1.023 3.092 0.13
H -0.896 -0.392 4.739 0.13
C 9.736 4.641 -5.044 -0.14
C 8.349 4.723 -5.606 -0.14
O 8.125 3.410 -6.099 0.06
C 8.952 2.577 -5.410 -0.55
O 8.900 1.378 -5.460 0.14
O 9.845 3.278 -4.659 0.06
H 9.878 5.299 -4.185 0.14
H 10.505 4.860 -5.790 0.13
H 7.600 4.947 -4.842 0.14
H 8.268 5.459 -6.408 0.13
```

Summary:
Electronic energy (eV): -95165.222
HOMO energy (eV): -7.94
Lowest unoccupied orbital energy (hartree): -0.0145
Energy relative to the best compared isomer or geometry (same formula, charge and spin) (kcal/mol): 0.00
SMILES: C=CCc1cc([PH2]=S)c2c(c1CCCI)Sc1cc(CCCCCCCCCCCCCC)ccc1N2O.O=C1OCCO1.O=C1OCCO1

---

No. 4
Computed, not measured: C33H23Br2IN4O2Pt as an isolated structure at a distorted geometry, with the ωB97M-V functional and the def2-TZVPD basis.

Structure (XYZ):
```
66
Properties=species:S:1:pos:R:3:nbo_charge:R:1
Pt -0.570 0.738 1.179 1.29
I -0.888 -0.342 3.582 0.55
C 0.467 1.067 4.321 -0.16
C 0.939 0.936 5.587 -0.22
C 1.812 1.927 6.087 -0.18
C 2.145 2.994 5.314 -0.15
C 1.645 3.142 3.992 -0.06
C 1.975 4.269 3.203 -0.16
C 1.450 4.419 1.963 -0.19
C 0.589 3.426 1.431 -0.26
C 0.296 2.310 2.133 -0.14
C 0.784 2.145 3.457 -0.07
H 0.660 0.096 6.209 0.24
H 2.201 1.834 7.091 0.25
H 2.801 3.762 5.704 0.24
H 2.639 5.017 3.616 0.24
H 1.687 5.294 1.374 0.24
H 0.162 3.572 0.445 0.23
C -4.230 1.186 -2.640 -0.64
C -3.938 1.563 -1.219 -0.02
C -4.778 2.373 -0.462 -0.10
C -4.445 2.704 0.837 -0.23
C -3.269 2.219 1.381 0.13
Br -2.822 2.728 3.123 0.18
N -2.461 1.410 0.667 -0.47
C -2.790 1.104 -0.602 0.05
H -5.181 1.602 -2.965 0.24
H -4.275 0.103 -2.754 0.24
H -3.450 1.558 -3.305 0.25
H -5.697 2.753 -0.891 0.25
H -5.081 3.340 1.435 0.27
H -2.092 0.475 -1.137 0.24
Br 0.694 -0.494 -3.260 0.09
C 2.214 0.498 -2.713 -0.04
C 3.220 0.733 -3.630 -0.22
C 4.364 1.412 -3.228 -0.14
C 4.518 1.833 -1.912 -0.21
C 3.511 1.595 -0.994 -0.09
C 2.349 0.937 -1.398 -0.26
C 1.270 0.813 -0.426 0.82
O 1.419 0.274 0.719 -0.59
O 0.085 1.268 -0.644 -0.60
H 3.111 0.393 -4.650 0.25
H 5.142 1.608 -3.953 0.25
H 5.419 2.345 -1.604 0.24
H 3.608 1.921 0.033 0.23
N 1.853 -8.214 -4.265 -0.22
C 1.372 -7.368 -3.655 0.24
C 0.782 -6.306 -2.897 -0.14
C 1.513 -5.148 -2.644 -0.12
C 0.945 -4.115 -1.922 -0.25
C -0.353 -4.246 -1.445 0.21
C -1.086 -5.401 -1.684 -0.23
C -0.518 -6.430 -2.415 -0.13
N -0.946 -3.172 -0.704 -0.33
C -2.279 -3.019 -0.395 -0.04
C -2.389 -1.843 0.274 -0.10
N -1.138 -1.278 0.392 -0.59
C -0.302 -2.102 -0.213 0.23
H 2.522 -5.057 -3.019 0.25
H 1.523 -3.216 -1.756 0.22
H -2.088 -5.525 -1.300 0.23
H -1.082 -7.332 -2.607 0.25
H -3.030 -3.733 -0.676 0.25
H -3.270 -1.388 0.694 0.23
H 0.765 -1.969 -0.261 0.24
```

Summary:
Electronic energy (eV): -196067.559
HOMO energy (eV): -13.75
Lowest unoccupied orbital energy (hartree): -0.2811
Energy relative to the best compared isomer or geometry (same formula, charge and spin) (kcal/mol): 43.39
Charge: +2

---

The highest energy relative to the best compared isomer or geometry (same formula, charge and spin) belongs to which entry?
C21H28N4O3

---

The highest HOMO energy belongs to which entry?
C38H55INO7PS2

---

What is the formula in the third record?
C38H55INO7PS2

---

What is the formula in the third record?
C38H55INO7PS2